This record from the Open Molecules 2025 dataset describes an isolated molecule of C18H26N6O4. The level of theory is ωB97M-V/def2-TZVPD.

Results
Energy relative to the best compared isomer or geometry (same formula, charge and spin): 3.0 kcal per mole
Highest occupied orbital energy: -0.324 hartree
Multiplicity: 1
E_LUMO: 0.647 eV
Structure (SMILES): Cc1n[nH]c(C)c1CC(=O)N1CC(=O)NC[C@H]1C(=O)N[C@H]1CCCN(C)C1=O

```
54
Properties=species:S:1:pos:R:3:forces:R:3:mulliken_charge:R:1
O 1.781 -0.984 2.226 0.00 0.00 0.00 -0.730
C -0.773 -5.198 1.279 0.00 0.00 0.00 -0.802
C 0.051 -5.890 0.211 0.00 0.00 0.00 -0.568
O 2.357 -3.231 -0.519 0.00 0.00 0.00 -0.677
C -0.087 2.750 -3.226 0.00 0.00 0.00 -1.072
H 0.043 -1.427 -0.349 0.00 0.00 0.00 0.363
H 2.734 3.546 0.762 0.00 0.00 0.00 0.351
C -0.928 -3.724 0.946 0.00 0.00 0.00 -0.567
C 0.452 -3.087 0.924 0.00 0.00 0.00 -0.388
N -0.092 1.244 0.487 0.00 0.00 0.00 0.354
H -0.826 2.080 -3.670 0.00 0.00 0.00 0.296
C -0.931 1.031 -0.565 0.03 0.03 -0.02 0.873
C 2.265 1.487 1.121 0.00 0.00 0.00 -1.201
H -2.720 2.045 0.105 0.00 0.00 0.00 0.398
N -0.475 4.971 -2.278 0.00 0.00 0.00 -1.038
C -1.876 4.561 -0.565 0.00 0.00 0.00 -0.687
H -1.409 -3.607 -0.031 0.00 0.00 0.00 0.333
H -0.544 -5.995 -0.706 0.00 0.00 0.00 0.303
C -2.683 4.914 0.637 0.00 0.00 0.00 -1.709
O 0.549 4.583 1.410 0.00 0.00 0.00 -0.676
C 1.444 -3.832 0.016 0.00 0.00 0.00 0.416
H -1.113 6.467 -1.057 0.00 0.00 0.00 0.198
C -1.601 3.355 -1.171 0.00 0.01 0.03 1.616
H -3.352 4.097 0.905 0.00 0.00 0.00 0.330
N 1.287 -5.183 -0.100 0.00 0.00 0.00 0.075
H -1.238 2.743 1.423 0.00 0.00 0.00 0.343
H 0.387 3.332 -4.013 0.00 0.00 0.00 0.421
C 1.215 0.581 0.474 0.00 0.00 0.00 -0.269
H 1.797 -6.019 -1.970 0.00 0.00 0.00 0.350
C -0.250 2.304 1.469 0.00 0.00 0.00 -0.859
H -1.551 -3.210 1.679 0.00 0.00 0.00 0.330
H -2.026 5.122 1.483 0.00 0.00 0.00 0.321
O -0.725 0.115 -1.353 -0.02 -0.02 0.02 -0.742
N 1.975 2.890 0.853 0.00 0.00 0.00 -0.067
N -1.192 5.487 -1.264 0.00 0.00 0.00 0.416
H -3.301 5.794 0.454 0.00 0.00 0.00 0.488
H 0.669 2.118 -2.757 0.00 0.00 0.00 0.112
N 0.411 -1.696 0.557 0.00 0.00 0.00 0.095
H 1.463 0.401 -0.574 0.00 0.00 0.00 0.724
H 2.390 -6.893 -0.543 0.00 0.00 0.00 0.335
H -2.685 1.537 -1.576 0.00 0.00 0.00 0.365
H -0.281 -5.302 2.251 0.00 0.00 0.00 0.348
H 2.304 1.282 2.192 0.00 0.00 0.00 0.355
C 0.782 3.402 1.249 -0.01 0.01 0.00 0.395
H 0.884 -3.129 1.927 0.00 0.00 0.00 0.339
C 1.180 -0.782 1.186 0.00 0.00 0.00 0.270
H -1.743 -5.693 1.352 0.00 0.00 0.00 0.368
H 0.318 -6.900 0.532 0.00 0.00 0.00 0.375
C 2.207 -5.902 -0.961 0.00 0.00 0.00 -1.098
H -0.117 1.889 2.474 0.00 0.00 0.00 0.361
C -0.716 3.674 -2.237 0.00 0.00 0.00 0.644
C -2.089 1.991 -0.784 -0.01 -0.02 -0.02 -1.311
H 3.243 1.242 0.714 0.00 0.00 0.00 0.464
H 3.139 -5.352 -1.028 0.00 0.00 0.00 0.336
```
Forces are in eV/Å.

---

This record from the Open Molecules 2025 dataset describes a cluster of 5 separate species, C18H26O15 in total. The level of theory is ωB97M-V/def2-TZVPD.

Results
Energy relative to the best compared isomer or geometry (same formula, charge and spin): 104.6 kcal per mole
Highest occupied orbital energy: -0.400 hartree
Multiplicity: 1
E_LUMO: -0.092 eV
Structure (SMILES): C[C@H]1COC(=O)O1.C[C@H]1COC(=O)O1.C[C@H]1COC(=O)O1.O=C1OCCO1.O=C1OCCO1

```
59
Properties=species:S:1:pos:R:3:forces:R:3:mulliken_charge:R:1
O -2.249 20.031 -17.537 0.00 -0.29 -0.97 -0.364
H -3.418 23.643 -15.233 0.64 -0.57 0.27 0.350
H 0.778 13.744 -13.397 0.46 0.23 -0.32 0.273
C -7.303 25.548 -12.677 -0.60 -0.59 1.87 -1.202
C -6.301 19.150 -12.281 -1.75 -0.35 -1.48 -0.235
O -7.357 27.778 -13.049 2.48 4.19 -0.95 -0.329
H -5.959 26.863 -10.923 0.33 -0.66 -0.07 0.282
C -8.532 19.776 -12.182 2.63 -1.06 -0.18 0.616
H 0.630 14.259 -10.732 -1.20 -0.60 -0.32 0.376
H -2.885 21.759 -18.436 0.60 0.73 0.63 0.241
H -4.459 23.404 -16.494 -0.06 0.06 -0.63 0.370
C 2.481 26.730 -18.489 0.28 2.55 1.40 -0.321
H 1.423 15.519 -11.327 0.10 0.88 -0.06 0.396
H -6.273 25.344 -12.385 0.01 -0.15 -0.07 0.315
H -2.728 23.615 -16.885 -0.01 -0.21 0.06 0.294
O -2.141 21.133 -15.645 1.17 0.32 -0.29 -0.365
H -6.761 17.678 -10.963 -0.87 -0.14 0.80 0.237
C -6.878 27.447 -10.865 1.84 -3.95 0.45 -0.623
O -6.225 29.894 -13.107 -1.05 -4.57 1.29 -0.542
O 3.126 24.641 -19.199 -0.70 0.76 -0.38 -0.325
H 3.246 27.329 -17.993 -0.23 -0.22 1.05 0.229
H 0.508 15.104 -14.578 -0.09 -0.24 -0.02 0.291
H -4.022 20.620 -18.344 -0.75 -0.45 1.16 0.303
O -3.171 13.602 -13.380 2.86 2.64 -0.44 -0.565
O 2.952 26.771 -19.780 -0.33 0.31 -1.96 -0.318
H -6.127 18.208 -12.801 0.94 0.39 -0.18 0.219
O -1.643 15.082 -12.354 -3.30 -1.94 -2.30 -0.362
H -8.776 27.069 -11.901 -0.26 -0.81 0.05 0.335
O -6.427 28.706 -11.169 -0.81 1.31 -2.18 -0.308
O -7.457 19.679 -13.026 0.74 0.29 1.06 -0.344
O -8.288 19.146 -11.007 -0.20 0.04 -0.39 -0.327
O -0.513 19.670 -16.208 1.01 -0.25 0.49 -0.540
C -6.568 28.838 -12.546 -0.85 3.56 -0.55 0.590
H 1.340 25.024 -18.142 0.33 -0.76 0.58 0.232
C -3.240 21.031 -17.706 -0.01 -0.11 0.22 -0.425
C -1.509 20.251 -16.443 -1.13 0.06 0.02 0.710
O -1.068 13.826 -14.095 0.78 -0.11 -2.21 -0.304
O -9.501 20.333 -12.479 -2.70 1.20 -0.39 -0.465
O 4.108 25.404 -21.107 -1.29 0.03 1.49 -0.553
C -7.717 26.865 -12.062 0.27 1.56 0.57 0.442
C -2.084 14.194 -13.400 -3.66 -1.79 4.12 0.649
H -5.464 19.847 -12.282 -0.22 -0.05 0.02 0.263
H -7.075 27.251 -9.811 -1.24 0.79 -0.17 0.394
H -7.974 24.852 -12.175 0.28 -0.85 -0.52 0.338
H -6.480 19.201 -10.086 0.02 -0.03 -0.04 0.280
H -0.301 16.452 -12.688 0.51 0.09 -0.87 0.214
C -3.440 23.149 -16.204 -1.13 -1.05 0.05 -1.270
C -6.940 18.753 -10.967 1.44 -0.31 0.77 -0.243
C 3.425 25.591 -20.121 2.12 -1.45 -2.22 0.675
H -4.011 21.107 -15.473 -1.32 0.18 -1.01 0.265
C -3.383 21.576 -16.230 0.96 1.56 0.01 0.431
C 0.106 14.528 -13.745 0.94 -0.41 0.46 -0.304
C 2.394 25.299 -18.109 1.17 -1.16 -0.86 -0.145
H 1.548 27.291 -18.431 -0.11 -0.23 0.06 0.256
H -0.114 15.882 -10.491 0.13 -0.17 0.01 0.333
H 3.074 25.009 -17.307 -1.22 0.17 0.83 0.269
C -0.318 15.368 -12.574 1.08 1.35 2.70 0.469
C 0.384 15.215 -11.194 1.40 0.10 -0.77 -1.464
H -7.370 25.523 -13.765 -0.40 0.16 0.27 0.310
```
Forces are in eV/Å.

---

This record from the Open Molecules 2025 dataset describes an isolated molecule of C18H26O5. The level of theory is ωB97M-V/def2-TZVPD.

Results
Energy relative to the best compared isomer or geometry (same formula, charge and spin): 0.0 kcal per mole
Highest occupied orbital energy: -0.316 hartree
Multiplicity: 1
E_LUMO: 0.723 eV
Structure (SMILES): C[C@H]1CCC[C@H](O)CCCCCc2cc(O)cc(O)c2C(=O)O1

```
49
Properties=species:S:1:pos:R:3:forces:R:3:mulliken_charge:R:1
C -2.457 -1.290 -0.400 0.16 -0.19 0.16 0.195
C 2.721 -0.966 1.685 -0.34 0.00 0.08 -1.237
H 3.320 4.713 1.383 0.01 -0.08 0.00 0.363
H 1.610 -1.668 -0.490 0.01 -0.13 0.03 0.598
C 1.697 -2.101 1.636 0.26 0.04 -0.01 -0.636
C -0.330 -2.318 0.154 -0.26 -0.06 -0.14 0.357
H 0.861 -1.848 2.292 0.01 -0.05 0.07 0.480
H 1.547 0.391 0.508 -0.14 0.03 -0.10 -0.837
H 0.611 1.750 -2.259 -0.24 0.06 0.08 0.398
H 3.491 -1.140 0.931 0.11 -0.01 -0.02 0.350
H -1.161 1.264 -3.917 -0.01 -0.04 -0.08 0.395
C -2.402 -3.320 0.894 0.14 0.45 -0.27 0.782
H -0.035 2.190 0.648 -0.07 0.01 0.10 0.195
C 3.133 1.510 1.436 -0.33 0.34 0.09 -1.411
H 2.159 -3.005 2.034 -0.08 -0.03 0.07 0.353
H -3.970 -4.217 1.519 0.14 0.02 -0.02 0.279
H 2.082 4.100 -0.439 0.04 -0.02 -0.02 0.534
C -0.428 2.013 -2.032 0.32 0.61 -0.52 0.448
C 0.270 3.118 0.162 0.09 0.08 -0.30 -0.479
H -2.243 2.423 -3.130 -0.12 0.06 0.00 0.345
C 1.172 -2.374 0.208 0.12 0.08 0.09 -1.374
H 1.482 -3.372 -0.107 0.01 0.01 -0.05 0.516
O 3.643 3.806 1.428 0.32 0.25 0.04 -0.559
H 1.359 0.600 2.250 -0.11 -0.01 0.01 0.326
C 2.084 0.403 1.455 0.41 -0.01 0.06 1.162
H 3.716 1.482 2.358 0.05 -0.03 0.02 0.431
C 2.546 2.918 1.307 -0.16 -0.31 -0.12 0.035
H 1.851 3.091 2.146 0.04 -0.06 -0.10 0.293
C -1.013 -3.306 0.839 -0.14 -0.15 0.06 -0.566
C -1.202 2.182 -3.335 0.19 -0.25 0.34 -1.797
H 3.209 -0.969 2.663 0.09 0.02 -0.01 0.468
H -1.546 3.466 -0.936 -0.06 0.08 -0.08 0.354
C -0.348 -0.267 -1.291 0.33 -0.24 -0.25 0.599
H 2.094 2.370 -0.733 0.07 -0.04 -0.13 0.125
H -2.701 0.362 -1.319 -0.01 -0.12 0.16 0.484
H -0.764 2.984 -3.922 0.02 0.10 -0.08 0.440
C -3.116 -2.310 0.274 -0.10 0.06 -0.02 -0.657
O -3.012 -4.325 1.565 -0.06 -0.12 0.07 -0.554
H -0.017 3.941 0.820 0.01 -0.05 0.08 0.488
O 0.677 -0.430 -1.908 -0.16 0.12 0.05 -0.672
O -0.997 0.925 -1.288 -0.24 0.05 0.19 -0.322
O -3.249 -0.361 -0.973 -0.12 0.09 -0.12 -0.739
H -0.098 4.103 -1.727 -0.04 0.05 -0.07 0.416
C 1.787 3.134 -0.019 -0.14 0.00 0.35 -0.652
C -0.495 3.263 -1.156 0.03 -0.52 0.25 -1.003
H -0.471 -4.091 1.340 0.11 -0.12 0.08 0.454
C -1.048 -1.288 -0.487 -0.13 0.02 0.02 0.112
H -4.196 -2.285 0.300 -0.13 0.00 0.00 0.354
H 3.826 1.355 0.607 0.07 0.00 -0.06 0.366
```
Forces are in eV/Å.